Record 1
Computed, not measured: a structure of composition C17H19Br2IN3O2PdS2, with ωB97M-V with the def2-TZVPD basis set.

Structure (XYZ):
```
47
Properties=species:S:1:pos:R:3:mulliken_charge:R:1
Pd 1.814 1.542 -1.816 0.105
Br 2.594 -0.791 -2.152 -0.519
C 3.658 2.145 -2.418 -0.832
Br 4.904 3.088 -1.151 -0.364
H 3.580 2.855 -3.244 0.442
H 4.269 1.298 -2.711 0.417
N -0.250 3.527 -0.163 -0.283
C 0.853 3.842 -0.871 0.840
O 0.944 3.613 -2.087 -0.729
C 1.986 4.521 -0.152 -0.987
I 1.359 6.241 0.949 0.032
H -0.793 2.770 -0.573 0.193
H -0.137 3.454 0.838 0.271
H 2.720 4.851 -0.874 0.438
H 2.443 3.846 0.571 0.237
C 1.694 -1.821 1.446 -0.981
N 2.982 -1.201 1.230 0.227
C 4.104 -1.845 0.747 -0.353
C 5.027 -0.903 0.476 -0.496
N 4.460 0.309 0.802 0.179
C 3.192 0.138 1.242 -0.004
S 2.115 1.339 1.702 -0.421
H 1.830 -2.767 1.970 0.376
H 1.206 -1.975 0.482 0.327
H 1.094 -1.142 2.046 0.243
H 4.129 -2.910 0.609 0.409
H 6.014 -0.983 0.060 0.388
H 4.815 1.227 0.575 0.128
C -4.678 -4.272 0.274 -0.998
C -5.945 -3.788 0.925 0.690
O -6.833 -4.524 1.277 -0.565
S -6.150 -2.040 1.212 -0.159
C -4.657 -1.325 0.576 -0.333
C -3.528 -1.205 1.382 -0.293
C -2.361 -0.664 0.881 -0.387
C -2.287 -0.214 -0.446 0.773
C -3.438 -0.320 -1.241 -0.581
C -4.602 -0.864 -0.736 -0.270
C -1.081 0.336 -0.951 -0.069
C -0.025 0.797 -1.353 -0.835
H -3.833 -4.089 0.938 0.292
H -4.470 -3.732 -0.648 0.327
H -4.788 -5.337 0.087 0.315
H -3.571 -1.545 2.410 0.458
H -1.484 -0.572 1.509 0.483
H -3.394 0.030 -2.264 0.460
H -5.480 -0.942 -1.367 0.412
```

Values from the calculation:
ΔE to the lowest compared entry with this formula, charge and spin   67.1 kJ/mol
Charge   -1
Gap between HOMO and LUMO   7.0805 eV
E_HOMO   -4.937 eV
LUMO energy   2.14 eV

***

Record 2
Computed, not measured: a structure of composition C17H19ClN4O5S7SbW, with ωB97M-V with the def2-TZVPD basis set.

Structure (XYZ):
```
55
Properties=species:S:1:pos:R:3:mulliken_charge:R:1
W 0.570 1.553 -1.491 0.524
S 1.402 0.503 -3.544 -0.354
C 0.606 -1.042 -3.587 0.468
C 1.222 -2.119 -4.295 -0.044
N 1.737 -2.977 -4.867 -0.624
C -0.605 -1.170 -2.985 0.554
S -1.353 0.214 -2.250 -0.169
C -1.302 -2.421 -3.002 -0.041
N -1.856 -3.430 -3.008 -0.644
S 4.079 5.135 -1.583 -0.748
Sb 1.907 4.692 -1.079 0.343
S 1.974 2.524 0.146 -0.324
S 1.172 3.221 -2.955 -0.326
N 1.717 -0.170 -0.932 -0.295
C 2.165 -1.189 -0.644 0.419
N 2.686 -2.342 -0.311 0.039
C 2.253 -3.572 -0.986 -0.116
C 1.647 -4.527 0.027 -0.601
O 2.560 -4.752 1.098 -0.438
C 2.757 -3.538 1.818 -0.359
C 3.440 -2.511 0.932 -0.708
H 3.129 -4.034 -1.450 0.266
H 1.532 -3.315 -1.762 -0.002
H 1.461 -5.492 -0.442 0.379
H 0.708 -4.113 0.403 0.303
H 3.395 -3.774 2.670 0.336
H 1.800 -3.144 2.164 0.265
H 4.441 -2.868 0.670 0.343
H 3.520 -1.546 1.429 0.394
O -0.499 -1.989 0.402 -0.669
Cl -0.333 -0.914 1.363 1.437
O 0.961 -1.047 2.002 -0.674
O -1.375 -0.971 2.353 -0.686
O -0.401 0.364 0.682 0.190
S -1.114 2.992 -0.529 -0.130
C -2.748 2.351 -0.818 -0.289
C -3.340 1.505 0.116 -0.069
C -4.627 1.033 -0.099 -0.681
C -5.333 1.405 -1.235 -0.371
C -4.746 2.255 -2.164 -0.560
C -3.457 2.726 -1.957 -0.082
H -2.769 1.199 0.984 0.270
H -5.071 0.356 0.620 0.373
H -6.334 1.026 -1.402 0.339
H -5.287 2.538 -3.060 0.339
H -2.972 3.364 -2.685 0.356
C 0.244 2.109 4.830 -1.032
S -0.533 2.364 3.224 0.276
C -0.122 4.100 2.989 -0.790
H 1.305 2.359 4.783 0.261
H 0.145 1.047 5.055 0.297
H -0.238 2.694 5.616 0.322
H -0.603 4.732 3.738 0.362
H -0.480 4.365 1.996 0.150
H 0.960 4.241 3.013 0.221
```

Values from the calculation:
Spin multiplicity   2
ΔE to the lowest compared entry with this formula, charge and spin   200.3 kJ/mol
Charge   -2
Gap between HOMO and LUMO (alpha / beta)   5.9975 / 6.3002 eV
E_HOMO (alpha / beta)   -1.814 / -2.283 eV
LUMO energy (alpha / beta)   4.18 / 4.02 eV

***

Record 3
Computed, not measured: a cluster of 2 separate species, C17H19F2N5O5S in total, with ωB97M-V with the def2-TZVPD basis set.

Structure (XYZ):
```
49
Properties=species:S:1:pos:R:3:mulliken_charge:R:1
N 3.870 5.150 1.226 -0.641
C 3.082 4.014 1.551 0.870
C 1.893 4.185 2.228 -1.433
C 1.128 3.026 2.582 -0.146
C 1.569 1.766 2.253 -0.143
N 0.856 0.551 2.620 0.516
C -0.492 0.804 3.045 0.280
O -0.853 1.266 4.074 -0.441
F -1.420 0.416 2.146 -0.160
C 1.483 -0.159 3.688 0.557
O 0.909 -1.007 4.297 -0.494
F 2.743 0.152 4.025 -0.207
C 2.791 1.601 1.512 0.584
N 3.157 0.327 1.184 -0.337
C 4.257 0.267 0.484 0.488
N 4.708 -1.046 0.081 -0.558
C 5.202 -1.651 1.020 0.520
S 5.740 -2.424 2.269 -0.321
C 5.028 1.427 0.133 -0.315
N 4.741 2.667 0.455 -0.595
C 3.568 2.714 1.148 0.265
H 4.839 4.913 1.445 0.279
H 3.654 5.898 1.882 0.270
H 1.593 5.205 2.483 0.302
H 0.198 3.200 3.129 0.447
H 5.940 1.263 -0.457 0.401
C -5.079 -3.278 -3.910 -0.808
O -3.786 -3.080 -3.378 -0.278
C -2.965 -2.245 -4.180 -0.558
C -2.125 -1.309 -3.329 -0.254
O -2.851 -0.261 -2.698 -0.479
C -3.737 -0.608 -1.639 -0.378
C -3.056 -1.089 -0.371 -0.304
O -2.525 -2.394 -0.541 -0.315
C -1.283 -2.582 0.106 -0.766
H -5.046 -3.981 -4.749 0.321
H -5.703 -3.698 -3.121 0.233
H -5.527 -2.331 -4.229 0.368
H -3.569 -1.651 -4.877 0.352
H -2.298 -2.894 -4.760 0.380
H -1.421 -0.807 -3.997 0.417
H -1.523 -1.861 -2.606 0.066
H -4.494 -1.317 -1.977 0.108
H -4.266 0.317 -1.396 0.424
H -3.798 -1.139 0.437 0.393
H -2.276 -0.377 -0.086 0.166
H -0.598 -1.751 -0.095 0.335
H -0.834 -3.493 -0.292 0.291
H -1.425 -2.696 1.185 0.299
```

Values from the calculation:
Gap between HOMO and LUMO   7.9654 eV
E_HOMO   -8.883 eV
LUMO energy   -0.92 eV

***

Record 4
Computed, not measured: a structure of composition C17H19FFeN3O7S2SbSe4, with ωB97M-V with the def2-TZVPD basis set.

Structure (XYZ):
```
55
Properties=species:S:1:pos:R:3:mulliken_charge:R:1
Fe -0.083 -0.163 -0.069 0.028
C 4.760 1.945 4.933 -1.412
C 3.685 1.061 5.543 0.478
C 3.047 1.750 6.737 -0.833
C 2.009 0.850 7.377 -1.111
C 0.981 0.453 6.359 1.104
C -0.306 0.151 6.729 -0.792
C -1.251 -0.208 5.768 0.011
F -2.499 -0.498 6.189 -0.369
C -0.948 -0.265 4.444 -0.972
C 0.363 0.042 4.045 0.611
C 0.688 -0.021 2.623 2.314
O -0.252 -0.272 1.823 -0.955
C 2.038 0.205 2.278 0.009
C 2.922 0.554 3.268 -0.536
N 2.621 0.699 4.561 0.555
C 1.325 0.402 4.988 -1.084
C 2.616 0.059 0.886 0.402
O 3.835 0.020 0.775 -0.782
O 1.803 -0.033 -0.108 -0.569
H 5.380 2.337 5.741 0.456
H 4.311 2.784 4.406 -0.050
H 5.417 1.412 4.247 0.496
H 4.139 0.123 5.882 0.073
H 2.587 2.685 6.401 0.222
H 3.833 2.002 7.448 0.396
H 1.522 1.344 8.218 0.441
H 2.501 -0.045 7.774 0.318
H -0.601 0.194 7.770 0.505
H -1.683 -0.530 3.697 0.577
H 3.944 0.727 2.969 0.789
O -2.406 0.506 -2.416 -0.643
S -1.775 -0.655 -1.868 1.364
O -2.154 -1.930 -2.412 -0.655
O -0.212 -0.494 -1.894 -0.601
O -1.844 -0.650 -0.310 -0.485
Se 3.364 3.877 2.244 -0.423
Sb 0.992 4.000 1.669 0.822
Se 0.532 3.836 4.077 -0.367
Se 1.249 6.326 0.855 -0.322
Se -0.310 2.548 0.260 -0.359
C 4.413 -2.626 -0.628 -1.126
N 3.126 -3.158 -0.195 -0.242
C 1.907 -2.853 -0.685 0.710
S 0.544 -2.938 0.350 -0.437
N 1.729 -2.504 -1.954 -0.022
C 2.680 -2.451 -3.044 -1.091
H 5.006 -2.423 0.262 0.354
H 4.285 -1.671 -1.128 0.355
H 4.960 -3.324 -1.265 0.314
H 3.065 -3.441 0.768 0.301
H 0.823 -2.083 -2.127 0.165
H 3.466 -3.187 -2.909 0.382
H 3.123 -1.458 -3.153 0.320
H 2.147 -2.694 -3.962 0.365
```

Values from the calculation:
Spin multiplicity   6
ΔE to the lowest compared entry with this formula, charge and spin   50.3 kJ/mol
Charge   -1
Gap between HOMO and LUMO (alpha / beta)   7.4343 / 5.6717 eV
E_HOMO (alpha / beta)   -5.764 / -5.661 eV
LUMO energy (alpha / beta)   1.67 / 0.01 eV

***

Record 5
Computed, not measured: a cluster of 2 separate species, C17H19N in total, with ωB97M-V with the def2-TZVPD basis set.

Structure (XYZ):
```
37
Properties=species:S:1:pos:R:3:mulliken_charge:R:1
C 0.827 0.913 -1.980 -0.732
C 1.269 0.519 -3.394 -1.274
C 1.219 -0.117 -0.970 0.580
C 2.352 -0.225 -0.241 -0.877
C 0.497 -1.361 -0.799 1.287
C 1.238 -2.153 0.104 -0.392
C -0.688 -1.854 -1.327 -0.172
C 0.738 -3.339 0.608 -0.985
C -1.133 -3.109 -0.904 -0.767
C -0.464 -3.805 0.093 -0.446
N 2.370 -1.436 0.421 0.015
H 1.281 1.868 -1.723 0.213
H -0.256 1.045 -2.047 0.354
H 0.819 -0.438 -3.659 0.307
H 3.084 0.536 0.006 0.481
H 3.159 -1.789 0.937 0.198
H -1.285 -1.245 -1.984 0.398
H 1.310 -4.029 1.205 0.386
H -2.099 -3.412 -1.306 0.354
H -0.941 -4.686 0.518 0.378
H 2.346 0.358 -3.472 0.314
H 1.046 1.304 -4.119 0.401
C 0.947 2.534 1.486 -1.416
C -0.678 0.614 1.699 -0.386
C -0.440 1.980 1.724 1.024
C -2.004 0.178 1.688 -0.493
C -1.501 2.881 1.671 -0.641
C -3.065 1.064 1.545 -0.678
C -2.802 2.421 1.599 -0.382
H 0.091 -0.137 1.760 0.455
H -2.237 -0.879 1.830 0.364
H 1.074 3.498 2.004 0.515
H 1.127 2.757 0.429 0.149
H -1.262 3.935 1.741 0.378
H -4.033 0.613 1.416 0.412
H -3.654 3.095 1.580 0.353
H 1.747 1.898 1.859 0.324
```

Values from the calculation:
ΔE to the lowest compared entry with this formula, charge and spin   38.3 kJ/mol
Gap between HOMO and LUMO   8.6668 eV
SMILES string   CCc1c[nH]c2ccccc12.Cc1ccccc1
E_HOMO   -7.842 eV
LUMO energy   0.83 eV

***

no.,DFT total energy (eV)
1,-199841.033
2,-130865.397
3,-51893.083
4,-363444.002
5,-19427.506